C42H54N6O3 | the ωB97M-V functional and the def2-TZVPD basis

```
105
Properties=species:S:1:pos:R:3
C -1.451 -2.068 -3.458
C -1.656 -2.705 -4.836
C -0.874 -3.991 -4.679
O 0.195 -3.701 -3.779
C 0.030 -2.416 -3.176
H -2.116 -2.545 -2.738
H -1.619 -0.991 -3.496
H -1.175 -2.026 -5.544
H -2.701 -2.902 -5.067
H -0.477 -4.280 -5.651
H -1.535 -4.730 -4.220
H 0.782 -1.708 -3.531
H 0.079 -2.412 -2.082
C 1.488 1.141 0.680
C 0.337 1.657 -0.139
C -0.207 0.433 -0.889
O 0.066 -0.619 0.062
C 1.138 -0.328 0.940
H 1.677 1.652 1.622
H 2.437 1.169 0.138
H 0.518 2.542 -0.754
H -0.501 2.007 0.479
H 0.378 0.253 -1.801
H -1.262 0.347 -1.134
H 2.043 -0.918 0.783
H 0.796 -0.454 1.968
C 5.099 -3.089 -0.424
C 4.050 -2.576 -1.405
C 3.838 -3.839 -2.249
O 5.171 -4.318 -2.472
C 5.942 -4.014 -1.288
H 4.553 -3.696 0.306
H 5.612 -2.342 0.180
H 4.406 -1.818 -2.100
H 3.099 -2.330 -0.926
H 3.344 -3.615 -3.197
H 3.206 -4.633 -1.832
H 6.866 -3.567 -1.648
H 6.098 -4.944 -0.740
N -2.956 5.530 -1.766
C -1.634 5.418 -1.589
C -0.966 5.117 -0.408
C -1.803 4.894 0.689
C -3.172 4.883 0.538
C -3.699 5.149 -0.730
H -0.982 5.657 -2.425
H 0.108 5.105 -0.307
H -1.325 4.825 1.662
H -3.821 4.658 1.373
H -4.771 5.244 -0.859
N 3.334 4.584 5.263
C 2.912 3.338 5.415
C 1.942 2.734 4.599
C 1.419 3.494 3.573
C 1.944 4.760 3.327
C 2.902 5.259 4.200
H 3.404 2.737 6.173
H 1.782 1.672 4.730
H 0.672 3.135 2.875
H 1.595 5.346 2.489
H 3.430 6.183 3.994
N -3.731 1.671 2.874
C -3.535 2.696 3.732
C -2.313 2.944 4.331
C -1.314 1.988 4.188
C -1.578 0.829 3.491
C -2.819 0.702 2.847
H -4.396 3.351 3.741
H -2.139 3.869 4.864
H -0.320 2.112 4.602
H -0.908 -0.022 3.475
H -3.104 -0.207 2.328
N -0.254 2.872 -6.910
C -0.800 3.839 -6.200
C -1.159 3.734 -4.845
C -0.921 2.542 -4.214
C -0.272 1.515 -4.919
C 0.044 1.735 -6.236
H -1.084 4.715 -6.775
H -1.605 4.563 -4.314
H -1.195 2.302 -3.193
H -0.085 0.546 -4.481
H 0.464 0.922 -6.817
N 2.455 -2.767 3.853
C 2.187 -3.107 2.588
C 0.963 -3.531 2.105
C -0.099 -3.553 2.995
C 0.141 -3.176 4.304
C 1.417 -2.832 4.706
H 3.010 -3.115 1.880
H 0.909 -3.877 1.082
H -1.096 -3.876 2.722
H -0.653 -3.334 5.025
H 1.659 -2.446 5.688
N -3.342 -2.391 1.469
C -2.515 -2.466 0.427
C -2.417 -3.608 -0.353
C -3.175 -4.712 -0.006
C -4.082 -4.613 1.041
C -4.089 -3.440 1.791
H -1.846 -1.630 0.257
H -1.656 -3.641 -1.124
H -3.176 -5.615 -0.605
H -4.733 -5.441 1.284
H -4.825 -3.398 2.586
```

## Properties
**ΔE to the lowest compared entry with this formula, charge and spin**: 31.6 kcal per mole
**Maximum force**: 2.13 eV/Å
**HOMO-LUMO gap**: 0.3685 hartree
**Molar mass**: 690.93 u
**Charge**: 0
**Total energy**: -59509.353 eV
**LUMO**: 0.447 eV